Entry 1:
The following is a quantum chemistry calculation of a cluster of 6 separate species, C29H68Br2F3N2O27P6 in total in a non-equilibrium geometry, from the OMol25 dataset.

```
137
Properties=species:S:1:pos:R:3:forces:R:3
C 1.743 -5.003 -0.374 0.31 0.75 -0.14
C 0.957 -4.263 0.903 -0.20 -0.87 -1.20
N 1.413 -2.790 0.827 2.13 -0.81 2.23
C 0.694 -1.938 1.844 -1.36 0.28 2.23
C -0.615 -1.125 1.298 0.27 -1.28 0.23
C -0.319 -0.193 -0.060 -1.16 0.19 1.58
C -1.652 0.815 -0.150 -5.42 5.81 -1.04
O -2.724 0.705 0.664 5.94 -1.08 -3.15
O -1.736 1.962 -1.114 1.81 -6.29 4.22
N -0.011 -0.943 -1.296 0.12 -0.46 -0.90
C 0.621 -0.189 -2.416 -0.67 1.90 -1.68
C 2.245 -0.299 -2.562 -0.27 0.31 0.27
O 2.823 1.070 -2.342 -1.59 -1.29 -1.86
C 2.814 -0.777 -4.017 2.36 -0.02 -0.99
F 4.172 -0.122 -4.151 -3.94 -2.25 -0.19
F 3.125 -2.254 -4.096 -1.31 4.83 -0.18
F 2.046 -0.305 -5.194 2.41 -1.90 3.64
C -0.791 -2.145 -1.630 -1.09 -0.65 0.86
Br 0.155 -3.272 -3.057 -0.27 0.81 0.72
C -2.317 -1.994 -2.175 -1.33 -2.38 0.56
C -3.487 -2.133 -0.988 -0.97 -0.17 -0.86
Br -2.773 -0.409 -3.269 0.51 -0.85 0.45
P 1.102 0.997 0.554 -0.41 3.33 5.65
O 0.797 1.379 2.092 1.03 -1.62 -5.52
O 2.672 0.244 0.572 -1.46 2.10 -0.47
O 1.127 2.526 -0.288 2.02 -3.23 0.80
C 2.858 -2.869 1.367 1.90 -0.91 5.36
C 4.201 -2.640 0.437 0.30 0.19 1.07
O 3.103 -3.133 2.681 -1.62 1.50 -7.91
H 2.697 -5.584 0.008 -2.13 0.85 -0.74
H 1.024 -5.652 -1.037 1.54 1.05 1.55
H 2.163 -4.151 -1.096 -1.09 -1.83 1.66
H -0.228 -4.360 0.795 2.62 0.52 0.08
H 1.225 -4.775 1.920 -0.40 1.10 -1.78
H 1.394 -1.179 2.431 -1.33 -1.65 -1.66
H 0.294 -2.688 2.683 0.69 1.73 -1.50
H -1.457 -1.942 1.099 1.71 2.02 0.04
H -1.013 -0.487 2.208 0.94 -0.99 -2.33
H 0.389 0.970 -2.237 0.41 -2.41 -0.29
H 0.149 -0.391 -3.495 0.79 0.12 2.63
H 2.622 -1.062 -1.760 -0.36 1.69 -1.58
H 2.422 1.645 -3.084 0.81 -1.26 1.77
H -0.862 -2.944 -0.743 0.32 2.17 -1.85
H -2.513 -2.948 -2.869 0.61 2.34 1.47
H -3.990 -1.094 -0.730 1.54 -2.18 -0.19
H -4.368 -2.784 -1.465 1.96 1.35 0.93
H -3.124 -2.737 -0.054 -0.53 1.38 -1.69
H 3.304 0.920 0.972 -1.26 -1.13 -0.57
H 2.100 2.725 -0.449 -1.50 -0.21 0.02
H 5.075 -2.321 1.185 -2.12 -0.77 -1.48
H 4.114 -1.767 -0.338 -0.17 -1.98 1.34
H 4.541 -3.666 -0.022 -0.93 2.07 0.64
C 0.576 -6.612 5.924 0.83 -0.19 -0.32
O -0.712 -6.299 6.415 -1.87 0.64 -0.06
P -1.774 -5.706 5.355 0.14 -0.78 -1.16
O -1.831 -6.437 4.049 0.08 1.41 1.83
O -1.387 -4.148 5.232 -0.42 -1.13 -0.69
C -0.837 -3.481 6.350 0.53 0.48 0.56
O -3.150 -5.695 6.185 1.51 -0.51 0.20
C -4.323 -5.310 5.492 -0.71 0.39 -0.35
H 1.301 -6.440 6.722 -0.15 -0.03 -0.02
H 0.604 -7.664 5.634 0.05 0.10 -0.08
H 0.841 -5.984 5.068 0.02 -0.13 0.02
H 0.256 -3.521 6.273 -0.17 0.04 0.14
H -1.155 -3.929 7.294 0.02 0.03 -0.07
H -1.148 -2.435 6.332 -0.04 -0.16 -0.16
H -4.186 -5.333 4.407 0.02 -0.05 0.12
H -4.599 -4.296 5.798 0.04 -0.14 -0.07
H -5.133 -5.995 5.758 0.21 0.05 0.02
C 5.366 5.079 -3.974 0.19 -0.73 -0.31
O 5.020 6.289 -3.330 -0.87 1.12 1.14
P 3.876 6.212 -2.196 0.12 -1.09 0.87
O 4.030 5.081 -1.226 -0.54 1.61 -1.53
O 2.494 6.200 -3.023 0.76 -0.52 1.10
C 2.423 6.878 -4.260 -0.15 0.25 -0.85
O 3.915 7.678 -1.538 0.87 -0.88 -1.14
C 3.077 7.911 -0.421 -0.64 0.21 0.63
H 5.654 5.305 -5.003 -0.05 0.10 0.13
H 6.212 4.625 -3.456 -0.13 -0.09 -0.03
H 4.524 4.381 -3.990 0.15 -0.02 0.02
H 2.641 6.162 -5.061 -0.03 0.24 0.04
H 3.125 7.712 -4.313 -0.04 -0.05 0.01
H 1.409 7.259 -4.402 0.07 -0.16 0.14
H 2.712 6.980 0.021 0.09 0.07 -0.06
H 2.223 8.517 -0.740 0.10 -0.11 0.05
H 3.641 8.461 0.337 0.01 -0.10 -0.19
C -1.460 9.607 -7.468 0.28 0.09 -0.64
O -1.980 9.308 -6.188 -0.69 -0.86 1.18
P -2.416 7.780 -5.914 1.06 -1.19 0.07
O -1.427 6.754 -6.374 -1.73 1.55 0.46
O -3.872 7.654 -6.590 1.05 -0.49 0.07
C -4.717 8.785 -6.630 -0.45 0.57 -0.19
O -2.723 7.764 -4.337 0.67 1.33 -1.50
C -3.045 6.517 -3.750 -0.41 -0.99 0.54
H -1.740 10.631 -7.723 -0.02 -0.08 0.14
H -0.372 9.528 -7.442 -0.07 -0.07 -0.11
H -1.863 8.933 -8.229 0.13 0.05 0.02
H -4.569 9.293 -7.591 -0.08 0.06 0.20
H -4.513 9.481 -5.813 -0.03 -0.05 -0.06
H -5.757 8.460 -6.566 0.18 -0.12 0.01
H -2.776 5.677 -4.397 0.02 0.12 0.09
H -4.121 6.487 -3.551 0.15 -0.03 -0.04
H -2.505 6.419 -2.805 -0.04 0.09 -0.21
C 5.509 -6.200 4.989 0.23 0.91 0.18
O 5.051 -7.515 4.747 -0.45 -1.96 0.51
P 4.951 -8.501 6.020 -0.87 0.90 0.84
O 4.312 -7.896 7.231 1.25 -1.09 -1.64
O 6.461 -9.014 6.246 -0.98 0.34 0.62
C 7.321 -9.146 5.134 0.60 0.07 -0.56
O 4.194 -9.788 5.426 0.48 1.47 -0.43
C 3.859 -10.821 6.334 -0.10 -0.70 0.48
H 6.057 -5.857 4.109 -0.13 -0.13 0.04
H 4.652 -5.546 5.156 0.13 0.01 0.04
H 6.177 -6.163 5.855 -0.09 0.06 -0.04
H 7.897 -8.219 5.030 -0.08 -0.18 -0.14
H 6.773 -9.341 4.210 0.06 0.02 0.07
H 8.016 -9.968 5.313 -0.16 0.06 0.13
H 3.916 -10.488 7.374 -0.03 0.03 -0.13
H 4.548 -11.659 6.186 -0.09 0.11 0.04
H 2.839 -11.157 6.128 0.16 0.14 -0.05
C -4.713 2.294 -0.670 1.44 -0.13 -0.41
O -6.001 2.607 -0.180 -3.05 1.11 -0.25
P -7.063 3.200 -1.240 1.12 -1.66 -0.67
O -7.120 2.469 -2.545 -0.19 1.57 1.68
O -6.676 4.758 -1.363 -0.48 -0.69 -0.71
C -6.126 5.425 -0.245 0.53 0.34 0.49
O -8.439 3.211 -0.410 1.04 -0.33 0.14
C -9.612 3.596 -1.103 -0.50 0.29 -0.24
H -3.988 2.466 0.128 -0.24 -0.17 -0.26
H -4.685 1.242 -0.961 0.13 0.21 0.00
H -4.448 2.922 -1.526 0.02 -0.13 0.01
H -5.033 5.385 -0.322 -0.18 -0.02 0.19
H -6.444 4.977 0.699 0.06 0.03 -0.08
H -6.437 6.471 -0.262 -0.08 -0.11 -0.14
H -9.475 3.573 -2.188 0.03 -0.06 0.11
H -9.888 4.610 -0.796 0.01 -0.10 -0.06
H -10.422 2.911 -0.837 0.18 0.05 0.02
```
Forces are in eV/Å.

Output
**Highest occupied orbital energy**: -5.0893 eV
**Kohn-Sham gap**: 0.255 hartree
**Net charge**: -1
**Energy**: -293413.5438 eV

Entry 2:
The following is a quantum chemistry calculation of a structure of composition C29H68NO13S2 in a non-equilibrium geometry, from the OMol25 dataset.

```
113
Properties=species:S:1:pos:R:3:forces:R:3
C -0.373 3.401 -0.671 -1.25 0.02 0.13
C -1.430 2.825 -1.770 0.62 -1.17 1.54
C -0.555 1.966 -2.811 -0.20 0.86 -0.81
C -2.445 1.881 -0.910 0.47 0.43 -0.78
C -3.550 1.196 -1.850 -1.41 0.45 0.83
C -4.825 2.219 -1.848 0.95 -0.48 1.03
C -4.135 -0.197 -1.265 -1.30 1.67 -0.42
O -3.378 -1.369 -1.675 0.98 -0.18 2.04
S -2.030 -1.632 -0.719 4.49 0.03 0.73
O -0.866 -0.960 -1.447 -3.33 -1.48 1.53
O -2.160 -1.144 0.700 -0.99 -0.61 -3.22
N -1.814 -3.334 -0.667 1.12 2.26 0.27
S -0.167 -3.752 -0.491 -0.03 -3.22 -1.79
O 0.539 -3.736 -1.823 -1.22 0.58 3.00
O -0.156 -5.142 0.145 -0.31 3.82 -1.08
C 0.790 -2.666 0.654 2.68 3.17 3.06
C 1.798 -1.634 0.046 0.02 -0.05 2.28
C 2.699 -0.691 0.874 -2.52 -2.78 2.13
C 2.610 -0.778 2.443 -2.16 -2.04 -2.70
C 1.595 -1.776 3.068 0.45 0.00 -2.84
C 0.682 -2.732 2.217 2.57 2.53 -2.20
H -0.162 2.579 0.116 -0.15 1.20 -1.48
H 0.599 3.742 -1.160 -1.33 -0.26 0.76
H -0.910 4.242 -0.087 1.14 -1.01 -0.90
H -2.051 3.657 -2.259 1.14 -1.11 0.50
H -1.141 1.145 -3.353 0.84 1.10 0.99
H -0.210 2.703 -3.637 -0.34 -1.20 1.24
H 0.386 1.512 -2.330 -1.64 0.62 -0.54
H -1.778 1.156 -0.337 -1.13 0.69 -0.92
H -3.002 2.530 -0.129 0.87 -0.92 -1.15
H -3.240 1.100 -2.945 -0.08 -0.21 1.61
H -4.459 3.265 -2.121 -0.77 -1.57 0.13
H -5.697 1.844 -2.481 1.22 0.62 0.68
H -5.157 2.283 -0.741 0.24 -0.04 -1.81
H -5.179 -0.307 -1.757 1.74 -0.20 0.68
H -4.350 -0.142 -0.127 0.82 -0.21 -2.03
H 1.898 -1.585 -1.095 -0.41 -0.20 1.93
H 3.422 0.035 0.353 -1.34 -1.34 0.92
H 3.298 -0.108 3.079 -1.37 -1.30 -0.96
H 1.553 -1.830 4.212 -0.04 0.09 -1.96
H -0.030 -3.467 2.714 1.11 1.18 -0.80
C 1.357 -0.717 -4.655 -0.02 0.04 0.27
C 0.825 -0.525 -6.059 0.36 -0.10 0.33
O 0.915 0.847 -6.435 -0.04 0.44 -0.50
H 0.794 -0.108 -3.943 -0.12 -0.24 -0.10
H 1.289 -1.765 -4.352 -0.04 0.06 0.10
H 2.401 -0.399 -4.590 -0.20 -0.13 -0.08
H -0.224 -0.823 -6.115 0.05 0.21 -0.09
H 1.394 -1.124 -6.778 -0.06 -0.14 0.00
H 1.848 1.099 -6.391 -0.18 -0.17 0.16
C -0.300 -2.260 7.630 -0.14 0.03 0.23
C 1.196 -2.248 7.389 -0.35 0.33 0.06
O 1.537 -1.226 6.459 0.26 0.05 -0.04
H -0.838 -2.426 6.693 0.09 -0.08 0.07
H -0.574 -3.044 8.338 -0.02 0.30 -0.21
H -0.636 -1.296 8.024 0.09 0.02 0.02
H 1.524 -3.204 6.975 0.05 0.16 -0.08
H 1.741 -2.070 8.322 0.00 -0.18 0.09
H 1.252 -0.383 6.834 0.05 -0.18 -0.17
C -5.154 6.719 0.829 0.05 0.07 0.17
C -4.458 6.108 -0.371 -0.40 0.08 -0.01
O -5.239 5.046 -0.905 -0.02 0.16 0.03
H -5.319 5.964 1.602 0.10 0.04 -0.07
H -4.561 7.533 1.252 -0.08 0.00 0.01
H -6.137 7.109 0.549 0.08 0.08 -0.03
H -3.486 5.700 -0.083 -0.12 -0.13 -0.13
H -4.300 6.856 -1.154 0.17 0.11 0.10
H -6.093 5.414 -1.166 0.19 -0.12 0.04
C -6.685 -1.353 3.370 -0.17 -0.07 0.05
C -5.710 -1.453 2.214 0.14 0.20 0.31
O -5.713 -0.244 1.463 -0.26 0.16 0.05
H -7.696 -1.155 3.004 0.07 -0.08 -0.01
H -6.696 -2.278 3.952 -0.01 0.07 0.03
H -6.417 -0.525 4.033 0.07 -0.10 0.04
H -5.993 -2.267 1.544 0.08 0.19 -0.09
H -4.694 -1.640 2.574 -0.03 -0.19 -0.04
H -5.452 0.471 2.059 0.03 -0.17 -0.17
C 0.693 -6.796 9.434 0.16 -0.06 0.08
C -0.276 -5.648 9.637 -0.06 -0.35 -0.29
O -0.655 -5.097 8.382 -0.10 -0.30 0.04
H 1.584 -6.456 8.901 -0.07 0.03 0.10
H 0.997 -7.225 10.392 0.00 -0.04 -0.07
H 0.238 -7.583 8.825 -0.03 0.00 0.12
H 0.190 -4.855 10.227 -0.10 0.07 -0.16
H -1.176 -5.984 10.161 0.09 -0.01 0.19
H -1.074 -5.801 7.869 0.10 0.20 0.05
C 7.181 -0.152 2.985 0.11 0.07 -0.14
C 6.664 0.301 4.337 -0.11 -0.41 -0.16
O 5.323 -0.133 4.520 -0.02 0.11 0.16
H 6.556 0.248 2.183 0.05 0.03 0.10
H 8.211 0.181 2.830 -0.02 -0.06 -0.03
H 7.147 -1.242 2.903 0.08 0.05 0.04
H 6.679 1.390 4.407 -0.16 -0.10 0.07
H 7.279 -0.106 5.147 0.18 0.13 -0.02
H 5.318 -1.099 4.466 -0.13 0.22 -0.02
C 2.329 3.449 -9.522 0.16 0.05 -0.15
C 1.823 3.929 -8.175 -0.31 -0.47 -0.10
O 0.480 3.514 -7.979 -0.01 0.15 -0.14
H 1.704 3.843 -10.328 0.05 0.05 0.10
H 3.362 3.768 -9.688 -0.01 -0.06 -0.05
H 2.283 2.358 -9.586 0.09 0.04 0.07
H 1.851 5.020 -8.123 -0.12 -0.08 0.07
H 2.438 3.529 -7.362 0.20 0.12 -0.01
H 0.465 2.546 -8.017 -0.07 0.15 0.33
C 6.032 -0.825 -7.331 0.11 0.07 -0.15
C 5.529 -0.349 -5.982 -0.06 -0.42 -0.14
O 4.183 -0.764 -5.785 0.19 0.13 -0.13
H 5.407 -0.428 -8.135 0.06 0.05 0.09
H 7.065 -0.507 -7.497 -0.03 -0.07 -0.04
H 5.985 -1.916 -7.399 0.10 0.04 0.06
H 5.558 0.741 -5.926 -0.16 -0.09 0.07
H 6.144 -0.753 -5.171 0.15 0.13 -0.03
H 4.166 -1.729 -5.826 -0.11 0.21 0.09
```
Forces are in eV/Å.

Output
**Highest occupied orbital energy**: -5.2405 eV
**Kohn-Sham gap**: 0.270 hartree
**Net charge**: -1
**Energy**: -80945.8657 eV